No. 1
ORCA calculation (ωB97M-V/def2-TZVPD) on a structure of composition C15H24N6O6Pb at a distorted geometry.

Cartesian coordinates (Å):
O1 -1.5338 4.7690 1.2632
H1 -1.7144 4.8366 0.2801
Pb1 -0.4599 2.1189 0.4670
N1 -1.0866 -0.2779 -1.2089
N2 -2.6352 1.9108 -0.9901
N3 1.6737 0.1948 0.5914
N4 1.6680 2.6178 1.5947
O2 -0.3487 -1.2938 -1.5098
O3 1.8737 -1.0183 0.0030
O4 1.9530 3.9468 1.8492
O5 -3.2353 2.9917 -1.0431
C1 -3.1579 0.8202 -1.6405
C2 -2.3441 -0.3325 -1.7427
C3 2.8080 0.5668 1.1972
C4 2.7911 1.9128 1.7287
C5 -2.7967 -1.5661 -2.4200
H2 -2.6648 -2.4364 -1.7722
H3 -2.2354 -1.7460 -3.3428
H4 -3.8506 -1.5100 -2.6821
C6 -4.4991 0.9421 -2.2435
H5 -4.8251 1.9826 -2.1531
H6 -5.2256 0.3106 -1.7158
H7 -4.4995 0.6587 -3.3031
C7 3.9628 -0.3782 1.2712
C8 3.9759 2.6068 2.3226
H8 4.3355 -0.6366 0.2661
H9 3.6485 -1.3145 1.7588
H10 4.7875 0.0516 1.8488
H11 3.7153 3.0352 3.3092
H12 4.3251 3.4387 1.6780
H13 4.8227 1.9144 2.4676
H14 1.0540 -1.1591 -0.5606
H15 1.1548 4.4598 1.6259
C9 0.7514 1.8064 -1.3834
H16 0.5742 1.3057 -2.3598
H17 1.8657 1.8288 -1.3906
H18 0.3368 2.8911 -1.5394
O6 0.6877 -0.0490 -3.9745
H19 1.6112 -0.0952 -4.2723
H20 0.5730 -0.6920 -3.2438
N5 -0.4083 -6.7430 1.6263
C10 -0.5021 -5.5767 1.6776
C11 -0.6005 -4.1309 1.7349
C12 0.4148 -3.3673 2.3076
C13 0.2945 -1.9701 2.2838
N6 -0.7396 -1.3557 1.7208
C14 -1.7499 -2.0724 1.2481
C15 -1.7216 -3.4776 1.2100
H21 1.2981 -3.8224 2.7586
H22 1.0653 -1.3456 2.7438
H23 -2.6276 -1.5293 0.8804
H24 -2.5599 -4.0220 0.7776

* energy relative to the best compared isomer or geometry (same formula, charge and spin): 89.1 kcal per mole
* 2S+1: 1
* Kohn-Sham gap (spin up / spin down): 7.2 / 5.3 eV
* HOMO level (spin up / spin down): -8.18 / -7.79 eV

Atom charges from the Mulliken analysis, given in e for atoms 1 to 2:
1. O -0.49
2. H 0.30

=====

No. 2
ORCA calculation (ωB97M-V/def2-TZVPD) on a structure of composition C15H24NO8PS5Ti at a distorted geometry.

Cartesian coordinates (Å):
Ti1 10.6515 8.1352 7.6663
O1 8.7878 7.9272 8.9384
C1 7.7083 7.3118 8.1428
C2 8.3256 6.1159 7.3565
N1 9.5024 6.4741 6.5849
C3 10.4529 5.3496 6.5282
C4 10.9988 5.1723 7.9362
O2 11.2573 4.0832 8.3681
O3 11.1039 6.3093 8.5669
C5 9.1409 7.0454 5.3180
C6 8.7363 8.5136 5.4671
O4 7.9766 9.0875 4.7318
O5 9.4700 9.0518 6.3874
H1 8.9794 7.2080 9.6125
H2 7.4502 8.1103 7.4224
H3 6.8596 7.0930 8.7858
H4 7.5491 5.7587 6.6614
H5 8.4589 5.3231 8.0759
H6 11.2513 5.6995 5.8636
H7 10.0417 4.4244 6.0115
H8 8.4377 6.4410 4.7967
H9 10.0082 7.1028 4.6148
S1 16.7533 12.0177 7.1898
C7 15.4377 11.0117 7.2052
S2 14.4743 10.9284 8.6267
C8 13.2081 9.9135 8.0652
C9 13.3573 9.4281 6.8118
S3 12.4186 8.2011 6.0087
S4 14.8287 9.9932 5.9821
S5 11.8746 9.4991 9.2332
C10 7.1590 12.5576 4.0168
C11 8.6183 12.3406 4.3476
O6 9.0066 13.3374 5.3113
P1 9.8572 12.7625 6.5778
O7 11.2524 12.5586 5.8240
C12 11.8213 13.6385 5.0192
C13 13.1169 13.9948 5.7882
O8 9.8911 14.2684 7.3079
C14 9.9962 14.1702 8.7812
C15 11.4631 14.0362 9.1709
H10 6.8429 11.7315 3.3632
H11 6.9568 13.4955 3.4972
H12 6.5813 12.5047 4.9269
H13 9.1810 12.3913 3.4259
H14 8.8066 11.2587 4.7475
H15 11.0189 14.3786 4.8631
H16 12.0417 13.1788 4.0257
H17 12.8208 14.1887 6.7951
H18 13.6132 14.9048 5.4998
H19 13.8095 13.1476 5.6685
H20 9.3459 13.3807 9.1418
H21 9.5140 15.1093 9.2076
H22 11.8357 13.1044 8.7694
H23 11.5658 14.0939 10.2421
H24 11.9778 14.8576 8.7852

* energy relative to the best compared isomer or geometry (same formula, charge and spin): 5.5 kcal per mole
* 2S+1: 2
* Kohn-Sham gap (spin up / spin down): 6.5 / 6.5 eV
* HOMO level (spin up / spin down): -4.37 / -4.37 eV
* charge: -1

Atom charges from the Mulliken analysis, given in e for atoms 1 to 2:
1. Ti 0.28
2. O -0.41

=====

No. 3
ORCA calculation (ωB97M-V/def2-TZVPD) on a structure of composition C15H25AgF2O7 at a distorted geometry.

Cartesian coordinates (Å):
Ag1 -1.1310 -1.2205 0.3441
F1 -3.3622 -1.2447 1.1451
F2 -1.5066 -3.3732 0.6652
C1 -2.0886 0.6182 -3.8010
C2 -2.2252 1.0232 -2.3279
C3 -3.6265 1.3164 -1.8281
O1 -1.6574 0.0110 -1.5405
H1 -2.6655 -0.2940 -3.9532
H2 -1.0389 0.5844 -4.0924
H3 -2.5048 1.4404 -4.3832
H4 -1.6469 1.9276 -2.1389
H5 -4.1951 2.0787 -2.3607
H6 -3.7457 1.5535 -0.7709
H7 -4.1775 0.3998 -2.0389
O2 0.5819 -1.7572 -1.0474
C4 1.5600 -1.7946 -1.7768
O3 2.7626 -1.4968 -1.3587
C5 3.7208 -1.2532 -2.3546
C6 2.9312 -1.2234 -3.6359
C7 1.5358 -1.8608 -3.2758
H8 4.2869 -2.1847 -2.3576
H9 4.3729 -0.4196 -2.0936
H10 3.4308 -1.7163 -4.4698
H11 2.7484 -0.2109 -3.9959
H12 1.4857 -2.8419 -3.7482
H13 0.7959 -1.1369 -3.6171
O4 1.0312 -1.5885 1.7539
C8 2.1527 -1.4339 2.3195
O5 2.4487 -0.4379 3.0881
C9 3.7071 -0.5682 3.8256
C10 4.5280 -1.4560 2.8200
C11 3.4048 -2.2945 2.1263
H14 3.4430 -1.0542 4.7649
H15 4.1234 0.4185 4.0284
H16 5.3558 -2.0158 3.2553
H17 4.9703 -0.8111 2.0607
H18 3.2776 -3.3125 2.4945
H19 3.6577 -2.3447 1.0673
O6 -1.2284 0.7257 1.4975
C12 -1.9558 1.6399 1.8117
O7 -2.0817 2.7936 1.1184
C13 -3.1982 3.5996 1.4845
C14 -3.8005 2.8711 2.7201
C15 -3.0320 1.6007 2.9769
H20 -4.0010 3.6640 0.7500
H21 -2.7928 4.5934 1.6749
H22 -4.8694 2.6642 2.7725
H23 -3.8019 3.5320 3.5868
H24 -3.4608 0.6033 2.8803
H25 -2.5191 1.6870 3.9348

* energy relative to the best compared isomer or geometry (same formula, charge and spin): 39.4 kcal per mole
* 2S+1: 2
* Kohn-Sham gap (spin up / spin down): 5.9 / 5.4 eV
* HOMO level (spin up / spin down): -3.57 / -3.08 eV
* charge: -1

Atom charges from the Mulliken analysis, given in e for atoms 1 to 2:
1. Ag 0.85
2. F -0.69

=====

No. 4
ORCA calculation (ωB97M-V/def2-TZVPD) on a structure of composition C15H25AsBF4N2OPtS3Sb at a distorted geometry.

Cartesian coordinates (Å):
Pt1 -1.5573 1.4101 1.1329
S1 -4.6513 0.8243 -2.4132
Sb1 -4.6917 0.9217 -0.1134
S2 -2.9034 -0.5924 0.6358
S3 -3.1992 2.8428 0.4706
F1 -1.3504 1.0690 3.6462
B1 -1.4690 0.7592 5.0419
F2 -2.7909 0.7250 5.3802
F3 -0.7896 1.7298 5.7460
F4 -0.8706 -0.4723 5.2327
C1 2.2817 1.2350 0.4122
As1 0.7371 0.6727 1.4920
C2 1.5665 0.8335 3.2457
C3 0.7153 -1.3048 1.2729
C4 1.9238 -2.0134 1.7608
C5 3.0149 -2.2445 0.9248
C6 4.1413 -2.8932 1.3991
C7 4.1940 -3.3382 2.7100
C8 3.1014 -3.1413 3.5404
C9 1.9762 -2.4893 3.0705
H1 3.1527 0.6208 0.6478
H2 2.5107 2.2760 0.6515
H3 2.0541 1.1595 -0.6478
H4 2.5483 0.3583 3.2406
H5 0.9400 0.3349 3.9778
H6 1.6580 1.8765 3.5522
H7 0.5544 -1.4806 0.2082
H8 -0.1710 -1.6430 1.8220
H9 2.9723 -1.9197 -0.1087
H10 4.9804 -3.0590 0.7371
H11 5.0801 -3.8400 3.0776
H12 3.1260 -3.5054 4.5576
H13 1.1277 -2.3438 3.7263
C10 -1.0805 3.1704 -2.2567
N1 -1.1265 1.9476 -3.0209
C11 -1.8906 2.0335 -4.2490
C12 -1.5579 0.8433 -5.1347
C13 -1.9064 -0.3994 -4.3350
N2 -1.1964 -0.3827 -3.0730
C14 -1.2048 -1.6376 -2.3617
C15 -0.9105 0.7593 -2.3887
O1 -0.3579 0.7142 -1.2819
H14 -0.5178 3.9240 -2.8094
H15 -0.5946 2.9798 -1.2993
H16 -2.0912 3.5446 -2.0629
H17 -1.6366 2.9801 -4.7385
H18 -2.9676 2.0323 -4.0268
H19 -0.4944 0.8456 -5.3861
H20 -2.1397 0.8801 -6.0558
H21 -1.6185 -1.3105 -4.8709
H22 -2.9901 -0.4284 -4.1551
H23 -0.4966 -2.3345 -2.8172
H24 -2.2066 -2.0756 -2.3808
H25 -0.9297 -1.4553 -1.3252

* energy relative to the best compared isomer or geometry (same formula, charge and spin): 63.5 kcal per mole
* 2S+1: 2
* Kohn-Sham gap (spin up / spin down): 5.4 / 5.1 eV
* HOMO level (spin up / spin down): -4.93 / -4.88 eV
* charge: -1

Atom charges from the Mulliken analysis, given in e for atoms 1 to 2:
1. Pt 0.52
2. S -0.65

=====

The E_tot results, record by record, are as follows: -1558.38562 -4424.70337 -1459.80610 -4985.89858 Ha.